C2H3NO2S | wB97M-V/def2-TZVPD

Positions of all 9 atoms, in Å:
C -1.93005 -0.76408 0.27346
C -1.93672 -0.73134 -1.02328
N 2.46363 0.83404 0.65656
O -1.93017 -0.72601 1.45289
O 2.51675 2.09376 0.52682
S 2.09049 -0.21342 -0.46344
H -1.28236 -0.02243 -1.55632
H 2.86901 0.53228 1.53109
H -2.86057 -1.00280 -1.39778

Cartesian forces (eV/Å) of the 6 atoms listed first:
C 0.39 0.80 3.13
C 1.46 1.14 -0.08
N 0.95 3.44 -0.75
O 0.07 -0.48 -2.19
O -0.41 -2.07 0.45
S -0.48 -0.88 -0.41

As for the multiplicity: 1. The calculation puts the highest occupied orbital energy (spin up / spin down) at -9.5332 / -9.5335 eV. Its charge is 0. The lowest unoccupied orbital energy (spin up / spin down) comes out at -1.38 / -1.40 eV. The SMILES is [O-][NH+]=S.C=C=O.

Atom charges from the Mulliken analysis, given in e for atoms 1 to 5: 0.758 -0.924 0.185 -0.378 -0.385